C7H6N2O2 | ωB97M-V/def2-TZVPD

Summary:
Calculated total energy: -14428.2299 eV
Charge: 0

Element x y z (Å)
C: 2.772 -0.714 0.789
C: 1.703 -0.842 0.269
C: 0.402 -0.966 -0.370
C: 0.312 0.212 -1.396
N: -0.250 1.327 -0.616
C: -0.399 0.962 0.715
O: -0.344 1.671 1.675
C: -0.626 -0.554 0.687
O: -1.947 -0.969 0.237
C: -2.868 -0.072 0.296
N: -3.727 0.687 0.391
H: 3.730 -0.369 1.089
H: 0.232 -1.957 -0.770
H: 1.334 0.477 -1.647
H: -0.214 -0.009 -2.317
H: 0.308 2.171 -0.656
H: -0.419 -1.056 1.624

C10H19N3O4 | ωB97M-V/def2-TZVPD

Summary:
Calculated total energy: -23340.2332 eV
Charge: 0

Element x y z (Å)
C: -1.481 -0.473 -0.760
C: -0.377 0.353 -0.066
C: -1.848 -1.706 0.060
C: -3.029 -2.455 -0.587
C: -0.631 -2.607 0.250
C: -0.842 -3.864 1.147
C: 1.610 1.710 -0.268
C: 2.394 1.013 0.861
C: 1.021 3.056 0.128
C: 2.085 4.167 0.093
H: -1.939 -0.820 -2.682
H: -0.503 -1.461 -2.228
H: -2.359 0.184 -0.729
H: -2.123 -1.254 1.035
H: -3.499 -3.221 0.058
H: -2.698 -2.946 -1.512
H: -3.800 -1.727 -0.832
H: -0.297 -2.931 -0.752
H: 0.158 -2.006 0.691
H: 0.124 -4.298 1.440
H: -1.412 -3.637 2.063
H: -1.383 -4.654 0.622
H: 0.379 0.855 -1.849
H: 2.337 1.930 -1.054
H: 0.628 2.973 1.145
H: 0.198 3.342 -0.516
H: 2.418 4.157 2.178
H: 3.184 5.398 1.291
H: 2.011 -0.501 -0.086
N: -1.124 -0.637 -2.148
N: 0.591 0.852 -0.858
N: 2.473 4.678 1.328
O: -0.394 0.607 1.148
O: 2.877 1.700 1.748
O: 2.619 4.503 -0.954
O: 2.630 -0.279 0.597

C5H7NO | ωB97M-V/def2-TZVPD

Summary:
Calculated total energy: -8834.4839 eV
Charge: 0

Element x y z (Å)
O: 1.816 -1.740 1.868
C: 0.619 -1.602 1.704
N: 0.048 -0.708 0.855
C: 0.830 0.325 0.211
C: 0.339 0.635 -1.207
C: -1.097 0.926 -1.280
C: -2.281 1.141 -1.351
H: -0.132 -2.210 2.240
H: -0.958 -0.606 0.862
H: 1.860 -0.036 0.175
H: 0.818 1.240 0.817
H: 0.900 1.499 -1.581
H: 0.563 -0.208 -1.870
H: -3.325 1.344 -1.443

C21H26FN3O4 | ωB97M-V/def2-TZVPD

Summary:
Calculated total energy: -37575.8148 eV
Charge: 0

Element x y z (Å)
C: -1.560 -2.237 -2.645
H: -1.687 -3.181 -2.122
H: -0.566 -2.200 -3.086
H: -1.650 -1.420 -1.934
C: -2.621 -2.090 -3.735
N: -2.341 -0.927 -4.576
C: -2.230 0.324 -4.095
O: -2.495 0.667 -2.962
C: -1.761 1.351 -5.140
O: -1.220 2.497 -4.511
C: -0.402 2.291 -3.446
C: -0.280 3.305 -2.556
O: 0.500 3.269 -1.462
C: 1.171 2.142 -1.202
C: 1.143 1.073 -2.025
C: 0.386 1.060 -3.256
O: 0.412 0.126 -4.053
H: 1.709 0.193 -1.770
C: 1.954 2.178 0.083
N: 1.857 0.904 0.767
C: 0.521 0.666 1.292
C: 0.460 -0.751 1.863
N: 1.456 -0.966 2.888
C: 1.196 -0.841 4.239
C: 0.050 -0.256 4.796
C: -0.188 -0.219 6.156
C: 0.728 -0.760 7.037
C: 1.874 -1.347 6.527
C: 2.095 -1.391 5.167
H: 2.979 -1.888 4.799
H: 2.600 -1.786 7.194
H: 0.548 -0.726 8.100
H: -1.093 0.255 6.503
F: -0.891 0.338 4.010
C: 2.775 -0.681 2.369
C: 2.839 0.752 1.823
H: 3.833 0.937 1.410
H: 2.666 1.462 2.653
H: 3.530 -0.802 3.142
H: 2.982 -1.379 1.551
H: -0.535 -0.971 2.242
H: 0.680 -1.455 1.052
H: -0.200 0.760 0.478
H: 0.262 1.398 2.075
H: 1.589 3.024 0.692
H: 3.009 2.360 -0.150
H: -0.812 4.237 -2.666
H: -1.035 0.901 -5.825
H: -2.624 1.718 -5.703
H: -1.922 -1.113 -5.472
C: -4.022 -1.981 -3.139
H: -4.081 -1.103 -2.503
H: -4.242 -2.864 -2.546
H: -4.765 -1.894 -3.929
H: -2.579 -2.959 -4.401

C15H38N3O9V | ωB97M-V/def2-TZVPD

Summary:
Calculated total energy: -64757.5453 eV
Charge: 0

Element x y z (Å)
O: 0.256 -1.306 0.350
V: 1.605 -0.517 0.584
O: 2.752 -1.572 0.349
O: 0.530 3.398 1.713
C: 0.696 2.155 2.281
O: 0.804 2.078 3.499
O: 0.692 1.186 1.467
H: 0.560 3.963 2.493
C: -2.867 2.402 0.485
O: -2.795 1.788 -0.780
C: -2.600 0.378 -0.675
C: -2.505 -0.165 -2.066
N: -3.797 -0.075 -2.747
C: -3.702 -0.052 -4.191
C: -3.315 -1.416 -4.749
O: -1.945 -1.480 -5.133
C: -1.723 -1.042 -6.431
H: -3.815 2.154 0.986
H: -2.792 3.477 0.342
H: -2.059 2.079 1.153
H: -3.444 -0.077 -0.144
H: -1.645 0.203 -0.177
H: -2.173 -1.207 -2.027
H: -1.741 0.382 -2.646
H: -4.303 0.735 -2.413
H: -2.922 0.664 -4.509
H: -4.648 0.299 -4.603
H: -3.967 -1.745 -5.569
H: -3.429 -2.191 -3.990
H: -2.170 -1.691 -7.198
H: -0.651 -1.006 -6.632
H: -2.098 -0.020 -6.603
C: 3.233 1.426 -3.142
C: 3.140 0.673 -1.820
C: 3.619 1.594 -0.729
O: 3.372 1.030 0.536
C: 4.025 1.714 1.579
N: 1.744 0.289 -1.515
H: 4.180 1.965 -3.228
H: 2.443 2.172 -3.244
H: 3.180 0.746 -3.993
H: 3.737 -0.237 -1.860
H: 3.083 2.557 -0.785
H: 4.679 1.823 -0.884
H: 3.791 1.213 2.521
H: 3.669 2.743 1.682
H: 5.111 1.653 1.467
H: 1.335 -0.231 -2.282
H: 1.206 1.147 -1.375
C: 0.810 -3.224 3.077
C: 0.436 -1.761 3.277
C: 0.113 -1.497 4.724
O: -0.942 -2.328 5.107
C: -1.256 -2.204 6.459
N: 1.624 -0.946 2.889
H: 1.225 -3.368 2.081
H: -0.059 -3.875 3.156
H: 1.527 -3.500 3.855
H: -0.404 -1.491 2.646
H: -0.132 -0.434 4.876
H: 1.006 -1.710 5.343
H: -0.419 -2.557 7.082
H: -2.106 -2.850 6.671
H: -1.505 -1.176 6.744
H: 2.392 -1.147 3.524
H: 1.353 0.016 3.142

C30H57N3O18 | ωB97M-V/def2-TZVPD

Summary:
Calculated total energy: -73347.6682 eV
Charge: 0

Element x y z (Å)
C: -1.790 3.724 -5.382
O: -1.067 4.025 -4.207
C: -0.363 3.145 -3.676
O: -0.128 1.966 -4.357
O: 0.063 3.429 -2.377
C: 0.631 2.352 -1.686
H: -2.414 4.622 -5.572
H: -2.452 2.887 -5.239
H: -1.214 3.590 -6.267
H: 0.149 1.376 -1.852
H: 0.479 2.445 -0.609
H: 1.698 2.239 -1.675
C: -2.949 -2.565 0.184
O: -3.558 -1.565 -0.583
C: -2.843 -1.028 -1.580
O: -1.609 -1.563 -1.923
O: -3.459 -0.079 -2.301
C: -2.777 0.658 -3.288
H: -3.742 -3.125 0.672
H: -2.238 -2.202 0.898
H: -2.264 -3.265 -0.331
H: -3.383 1.226 -3.957
H: -2.203 -0.011 -3.936
H: -2.205 1.337 -2.620
C: 5.782 0.715 3.344
O: 5.865 -0.666 3.780
C: 6.992 -1.397 3.818
O: 8.340 -1.007 3.571
O: 6.678 -2.610 4.249
C: 7.756 -3.520 4.085
H: 6.260 0.899 2.367
H: 6.205 1.382 4.090
H: 4.689 0.902 3.217
H: 7.387 -4.405 4.510
H: 8.662 -3.355 4.726
H: 8.127 -3.559 3.062
C: 0.791 4.873 1.356
O: -0.527 4.417 1.324
C: -1.289 4.974 0.355
O: -0.763 6.001 -0.460
O: -2.544 4.645 0.122
C: -3.085 5.085 -1.089
H: 1.045 5.956 1.618
H: 1.352 4.799 0.407
H: 1.308 4.475 2.217
H: -2.485 4.672 -1.901
H: -2.943 6.174 -1.165
H: -4.138 4.801 -1.328
C: 0.851 -5.215 2.325
O: -0.326 -4.397 2.250
C: -0.439 -3.542 3.256
O: 0.440 -3.508 4.412
O: -1.406 -2.628 3.249
C: -1.517 -1.737 4.334
H: 0.984 -5.746 3.294
H: 1.642 -4.453 2.127
H: 0.858 -5.874 1.488
H: -0.560 -1.405 4.776
H: -2.064 -2.278 5.144
H: -2.046 -0.903 3.996
C: 1.462 -0.576 -3.047
O: 2.269 -0.760 -1.901
C: 3.330 -0.192 -1.693
O: 3.850 0.811 -2.418
O: 3.918 -0.647 -0.592
C: 5.241 -0.162 -0.180
H: 1.708 0.189 -3.690
H: 0.383 -0.553 -2.918
H: 1.573 -1.484 -3.633
H: 5.514 -1.113 0.341
H: 5.107 0.617 0.483
H: 5.764 0.160 -1.019
C: -1.788 0.896 0.972
C: -0.479 0.858 1.760
C: 0.540 -0.162 1.136
C: 1.800 -0.405 1.788
N: 2.763 -0.553 2.362
H: -1.738 0.997 -0.084
H: -2.466 1.617 1.348
H: -2.310 0.059 0.967
H: -0.613 0.813 2.823
H: -0.060 1.930 1.631
H: 0.880 0.244 0.297
H: 0.195 -1.176 0.953
C: 1.306 -3.419 -0.520
C: 0.337 -4.433 -1.089
C: -0.017 -4.417 -2.565
C: 1.138 -4.238 -3.478
N: 1.991 -4.102 -4.150
H: 1.165 -3.373 0.552
H: 1.097 -2.489 -0.912
H: 2.358 -3.607 -0.699
H: -0.530 -4.334 -0.357
H: 0.776 -5.416 -0.868
H: -0.795 -3.613 -2.710
H: -0.528 -5.297 -2.783
C: -4.721 2.084 -0.593
C: -5.542 0.987 0.082
C: -6.845 1.661 0.519
C: -7.717 2.297 -0.449
N: -8.353 2.855 -1.269
H: -4.630 2.889 0.088
H: -5.241 2.426 -1.490
H: -3.701 1.728 -0.807
H: -4.888 0.720 0.939
H: -5.624 0.200 -0.650
H: -6.590 2.324 1.285
H: -7.520 0.936 0.968

C3H6S2 | ωB97M-V/def2-TZVPD

Summary:
Calculated total energy: -24878.4720 eV
Charge: 0

Element x y z (Å)
C: 0.686 0.333 0.875
C: 0.428 -1.139 0.435
C: -1.007 0.735 -1.172
H: 0.049 0.642 1.677
H: 1.702 0.406 1.191
H: 1.378 -1.535 -0.068
H: 0.188 -1.823 1.230
H: -1.856 1.166 -0.714
H: -1.060 0.845 -2.203
S: -1.038 -1.034 -0.693
S: 0.532 1.403 -0.557

C3H6O3P | ωB97M-V/def2-TZVPD

Summary:
Calculated total energy: -18642.3509 eV
Charge: -1

Element x y z (Å)
C: -0.901 0.547 2.401
C: -0.377 0.636 1.214
C: 0.852 -1.274 -1.472
O: -0.694 0.694 -2.596
O: 1.313 1.364 -1.068
O: -0.897 0.213 0.077
P: 0.273 0.428 -1.532
H: -0.577 1.107 3.282
H: -1.885 0.110 2.563
H: 0.585 1.140 1.125
H: -0.117 -1.654 -1.009
H: 0.977 -1.816 -2.403
H: 1.447 -1.494 -0.581

Number 1: LUMO level 0.544 eV. Number 2: LUMO level 0.500 eV. Number 3: LUMO level 0.849 eV. Number 4: LUMO level 0.792 eV. Number 5: LUMO level 0.327 eV. Number 6: LUMO level 0.111 eV. Number 7: LUMO level 0.870 eV. Number 8: LUMO level 4.107 eV.